(1)
{
  "formula": "C47H50BF4N16O2SW",
  "method": "ωB97M-V with the def2-TZVPD basis set",
  "e_lumo_ev": [-10.4, -9.7],
  "orbital_gap_ev": [4.967, 5.875],
  "total_charge": 3,
  "multiplicity": 3,
  "symbols": ["C", "C", "N", "H", "C", "C", "H", "C", "H", "C", "H", "H", "C", "N", "C", "N", "C", "C", "C", "C", "H", "H", "C", "H", "C", "C", "C", "N", "H", "C", "H", "H", "N", "C", "F", "H", "C", "H", "N", "H", "C", "H", "H", "C", "C", "N", "C", "H", "C", "C", "C", "C", "H", "C", "C", "F", "H", "H", "H", "F", "N", "C", "H", "C", "C", "C", "H", "F", "N", "C", "N", "H", "C", "N", "H", "H", "C", "C", "B", "H", "C", "N", "C", "H", "H", "W", "H", "C", "C", "H", "C", "H", "O", "S", "C", "H", "H", "N", "N", "N", "C", "H", "H", "H", "H", "H", "H", "H", "C", "H", "H", "H", "H", "H", "H", "N", "H", "H", "C", "C", "O", "H"],
  "coordinates": [[2.180, 2.481, 2.220], [-3.852, -1.981, 3.251], [-0.310, -1.949, -1.266], [-5.972, -2.090, 3.635], [-7.719, 3.513, 6.509], [1.080, 7.152, -0.252], [-0.231, -0.872, 0.654], [-2.381, -3.986, 2.422], [1.262, -0.375, 3.040], [1.415, 3.427, -0.846], [-5.233, -3.636, 3.234], [2.532, 5.198, -1.369], [5.058, -0.857, 2.468], [1.669, 0.552, 2.987], [-5.237, -2.576, 3.001], [-3.821, -0.271, 0.195], [5.201, 2.139, -3.874], [-1.112, 0.837, 4.745], [-0.448, -0.766, -3.094], [-0.531, 3.791, 0.375], [-0.662, -2.510, -4.433], [-6.708, 2.204, -0.019], [-0.609, 0.341, -4.089], [-0.095, 0.017, -5.000], [3.572, 0.471, -2.891], [1.656, 4.798, -0.885], [-2.104, 0.463, -4.429], [-4.844, 1.613, -0.706], [1.045, 1.708, -3.788], [-0.036, 1.695, -3.673], [0.477, 7.639, -1.037], [-6.744, 1.045, -1.353], [-2.087, -1.944, 1.547], [2.716, 2.404, 3.498], [-3.091, 1.266, 6.496], [3.716, 1.101, 0.774], [-8.135, 3.854, 4.219], [4.993, 1.824, -4.910], [-8.119, 3.713, 7.565], [-0.444, 2.466, -4.322], [2.523, 0.193, -2.052], [2.661, 8.280, -0.479], [-3.420, -3.189, 4.985], [-2.108, 1.290, 3.849], [-7.257, 3.344, 5.193], [-1.170, -2.799, 1.004], [-6.231, 1.316, -0.430], [6.046, -0.421, 2.576], [-3.774, 0.894, -0.423], [4.660, -0.848, 0.984], [-6.006, 2.782, 4.874], [-5.127, 2.251, 5.864], [-2.774, -4.790, 3.006], [-0.360, 5.151, 0.341], [-4.282, 2.255, 3.239], [-5.522, 2.218, 7.124], [-6.340, 0.509, 0.289], [-2.999, -0.780, 0.581], [-1.085, 5.802, 0.801], [-6.302, 3.147, 2.528], [2.151, -1.219, 0.590], [-3.878, 1.760, 5.546], [4.059, -0.330, -3.424], [0.782, 5.689, -0.272], [2.366, 1.150, 3.959], [3.333, 2.768, -2.318], [-4.724, -0.652, 0.445], [-3.843, 2.259, 1.956], [-0.198, 0.451, 5.319], [-3.402, 1.765, 4.220], [-8.859, 4.280, 3.437], [5.443, -1.387, 0.439], [4.026, 1.792, -3.022], [1.358, -2.344, 0.556], [5.095, -1.866, 2.866], [1.681, -4.427, 0.728], [3.414, -3.053, 0.880], [-1.616, 1.196, 2.597], [-0.098, -2.109, 0.249], [2.558, 0.673, 4.900], [-1.347, -4.039, 1.526], [-0.296, -0.667, -1.756], [2.111, -3.446, 0.725], [-2.232, 1.208, -5.208], [6.258, 3.727, -4.281], [0.210, 0.753, 0.023], [0.750, 7.575, 0.710], [2.252, 2.432, -1.508], [-0.546, -2.118, -3.444], [-3.858, -0.914, 2.989], [3.407, -1.649, 0.793], [-0.731, -4.858, 1.218], [2.449, 7.340, -0.468], [-2.282, 1.565, -0.996], [-0.456, -2.826, -2.266], [4.688, 0.607, -0.623], [4.265, -3.685, 1.026], [1.538, 1.346, 1.899], [0.331, 2.902, -0.185], [1.846, 1.128, -1.330], [-3.454, -2.136, 4.722], [-2.504, -0.481, -4.789], [3.294, 3.152, 3.997], [3.655, 3.791, -2.423], [2.200, -0.838, -1.950], [-2.666, 0.779, -3.555], [2.259, 3.306, 1.536], [4.359, -0.273, 3.063], [4.621, 0.584, 0.460], [6.062, 1.544, -3.528], [-4.176, -1.649, 5.370], [-2.472, -1.705, 4.908], [-4.689, 2.469, -1.224], [5.477, 1.129, 0.852], [-0.308, 1.948, -2.640], [-1.028, 1.010, 1.579], [-1.404, 3.373, 0.866], [-0.474, -3.883, -2.092], [-2.816, -2.644, 2.404], [-5.532, 2.729, 3.534], [5.458, 3.508, -3.789], [-5.544, -2.460, 1.963]]
}

---

(2)
{
  "formula": "C16H26F2NO2S",
  "method": "ωB97M-V with the def2-TZVPD basis set",
  "e_lumo_ev": -2.7,
  "orbital_gap_ev": 8.008,
  "total_charge": 1,
  "multiplicity": 1,
  "symbols": ["C", "C", "H", "H", "H", "H", "O", "C", "C", "N", "H", "H", "H", "C", "F", "C", "C", "C", "H", "C", "H", "C", "C", "H", "H", "H", "H", "C", "H", "C", "H", "H", "H", "H", "H", "H", "H", "S", "F", "H", "C", "H", "O", "C", "C", "H", "H", "H"],
  "coordinates": [[-0.034, 0.767, 0.078], [3.398, 1.628, 0.809], [3.140, 0.597, -1.136], [-3.677, -3.091, -2.214], [1.286, 3.395, 2.173], [3.209, 2.088, 2.938], [-0.567, 0.047, -2.404], [-4.330, -6.388, -1.779], [3.477, 0.397, -0.119], [1.165, 3.012, 0.103], [2.970, 3.733, 0.822], [1.593, 5.060, -0.257], [-0.340, 2.403, -1.224], [0.512, 1.934, -0.728], [0.454, -1.523, -0.894], [0.480, 3.272, 1.455], [3.055, 1.254, 2.251], [2.686, 2.859, 0.235], [-1.898, 1.772, 0.390], [-3.611, -4.089, -1.800], [-1.323, 2.795, 2.489], [1.008, 4.268, -0.717], [-3.447, -6.619, -0.743], [3.714, 0.447, 2.575], [-2.115, -3.559, -0.361], [4.512, 0.065, -0.204], [1.215, 1.650, -1.506], [-2.733, -4.352, -0.759], [3.051, 3.020, -0.781], [-4.407, -5.108, -2.306], [2.918, -0.453, 0.268], [4.418, 2.021, 0.870], [-4.939, -7.199, -2.156], [-0.039, 1.667, 2.796], [-1.618, 0.460, 1.527], [2.039, 0.891, 2.370], [-0.004, 4.240, 1.353], [-0.685, -0.457, -1.077], [-3.366, -7.859, -0.223], [-1.968, -5.859, 0.594], [-2.643, -5.627, -0.219], [-5.094, -4.908, -3.117], [-1.873, -1.027, -0.548], [-1.135, 1.277, 0.997], [-0.519, 2.240, 2.004], [1.369, 4.076, -1.725], [0.740, 0.257, 0.641], [-0.046, 4.527, -0.742]]
}

---

(3)
{
  "formula": "C35H38HfN10O2",
  "method": "ωB97M-V with the def2-TZVPD basis set",
  "e_lumo_ev": -11.9,
  "orbital_gap_ev": 7.748,
  "total_charge": 4,
  "multiplicity": 1,
  "relative_energy_kcal_mol": 0.0,
  "symbols": ["N", "H", "N", "H", "C", "N", "H", "C", "H", "H", "H", "C", "C", "C", "H", "H", "C", "C", "H", "H", "H", "H", "H", "H", "C", "H", "O", "N", "H", "H", "H", "H", "C", "H", "H", "C", "C", "H", "H", "Hf", "C", "C", "H", "H", "N", "H", "C", "C", "C", "C", "H", "H", "C", "C", "H", "C", "C", "C", "C", "C", "C", "N", "N", "H", "H", "H", "H", "C", "C", "O", "C", "H", "H", "N", "C", "H", "C", "N", "H", "H", "C", "C", "N", "C", "C", "C"],
  "coordinates": [[-1.320, -1.255, -0.974], [-0.129, 2.100, -5.509], [-2.893, 0.708, 0.376], [0.821, -0.987, 5.252], [-0.309, 1.867, -4.465], [-0.052, -1.205, 2.007], [5.231, -1.100, 1.847], [-3.669, 0.793, -0.726], [0.219, -2.854, 0.775], [1.409, -0.305, -1.252], [-2.379, 2.896, 2.009], [2.706, -0.735, 0.084], [1.759, 4.316, 0.251], [1.085, -2.738, 4.027], [-2.135, -2.490, 0.463], [-3.161, 0.876, -1.676], [3.041, 0.677, 2.078], [-0.582, -0.542, -5.019], [1.176, -4.293, 2.523], [-0.374, -0.362, -6.068], [1.608, -2.460, -1.553], [-2.107, -4.059, -3.506], [3.948, -1.590, 2.948], [1.399, 6.145, 1.340], [-1.306, -2.058, -3.255], [-2.716, -4.303, -1.125], [-0.817, -3.967, -5.254], [-1.295, 1.143, 2.460], [2.522, -1.538, -2.786], [-0.727, 0.809, 4.486], [2.337, 1.337, 1.588], [-3.068, 1.051, 3.629], [0.124, -0.702, 3.249], [5.019, -1.186, -2.024], [1.524, -3.338, 4.817], [-0.415, 2.862, -3.526], [-0.968, -1.762, -4.622], [-0.345, 3.907, -3.804], [-0.715, 3.294, -1.448], [-0.532, 0.380, 0.389], [-0.618, 2.518, -2.193], [-1.427, 2.626, 2.464], [5.279, -0.778, -0.335], [-5.613, 0.872, -1.590], [3.243, -0.541, 1.295], [1.843, 2.362, -0.618], [-5.668, 0.685, 0.561], [-1.908, -2.388, -0.592], [-1.895, -3.263, -2.807], [1.343, 3.022, 0.077], [-2.477, -0.502, 3.068], [-1.448, 2.994, 3.490], [-0.713, 0.270, -2.718], [1.096, 5.116, 1.181], [3.989, 1.205, 2.188], [-0.307, 0.720, 3.483], [-2.619, 0.539, 2.776], [-3.513, 0.631, 1.574], [4.806, -1.490, -1.000], [-2.224, -3.406, -1.480], [-4.884, 0.616, 1.703], [-1.011, -2.833, -5.658], [3.340, -1.497, -0.817], [4.154, -2.447, 1.413], [-0.458, 5.160, 2.670], [-6.749, 0.671, 0.636], [0.557, 1.385, 3.436], [-0.499, 0.527, -4.070], [4.209, -1.475, 1.895], [-1.303, -2.498, -6.779], [0.057, 4.572, 1.918], [5.229, -2.481, -0.839], [3.140, -3.067, -2.172], [1.482, -0.227, -0.242], [0.897, -3.272, 2.753], [2.691, 0.424, 3.079], [-5.041, 0.788, -0.677], [-0.714, 1.256, -1.767], [2.595, 4.697, -0.323], [-5.338, 0.562, 2.687], [2.601, -2.165, -1.892], [-0.306, 3.260, 1.697], [0.309, 2.484, 0.775], [-1.082, -1.058, -2.306], [0.698, -1.430, 4.270], [0.344, -2.479, 1.780]]
}

---

(4)
{
  "formula": "C4H12N2O2",
  "method": "ωB97M-V with the def2-TZVPD basis set",
  "e_lumo_ev": 1.0,
  "orbital_gap_ev": 9.951,
  "smiles": "COC(C)=O.CNN",
  "total_charge": 0,
  "multiplicity": 1,
  "relative_energy_kcal_mol": 52.3,
  "symbols": ["H", "C", "C", "H", "O", "H", "H", "N", "H", "H", "N", "O", "H", "H", "C", "H", "H", "H", "C", "H"],
  "coordinates": [[-1.642, 1.496, -0.949], [3.349, -1.143, -0.306], [-2.435, 1.488, -0.200], [-2.714, 2.529, 0.026], [1.205, 0.370, -0.601], [-3.303, 0.970, -0.605], [3.610, -0.632, -1.235], [-1.954, 0.756, 0.961], [-2.685, 0.702, 1.669], [-0.028, 1.213, 0.954], [-0.818, 1.338, 1.586], [2.042, -1.693, -0.396], [-0.177, -2.569, -0.370], [-0.974, -1.030, 0.099], [-0.291, -1.515, -0.601], [-0.703, -1.399, -1.601], [4.021, -1.979, -0.129], [3.402, -0.426, 0.516], [1.037, -0.823, -0.538], [-0.940, 2.348, 1.719]]
}

---

(5)
{
  "formula": "C21H37ClN",
  "method": "ωB97M-V with the def2-TZVPD basis set",
  "e_lumo_ev": -2.1,
  "orbital_gap_ev": 9.602,
  "smiles": "CCCCCCC[N+](CC)(CC)CCCCc1ccc(Cl)cc1",
  "total_charge": 1,
  "multiplicity": 1,
  "relative_energy_kcal_mol": 4.1,
  "symbols": ["Cl", "C", "C", "H", "C", "H", "C", "C", "H", "C", "H", "H", "C", "H", "H", "H", "H", "H", "H", "H", "H", "H", "H", "C", "C", "H", "H", "C", "C", "N", "H", "H", "H", "H", "H", "H", "C", "H", "H", "C", "C", "C", "C", "C", "H", "H", "H", "H", "H", "C", "H", "H", "H", "C", "H", "C", "H", "H", "C", "H"],
  "coordinates": [[2.450, -0.303, 2.893], [-2.020, -3.001, -1.428], [1.395, -2.169, -0.469], [0.485, 0.815, -0.155], [-0.303, -2.602, 1.156], [5.037, 2.551, 0.921], [2.659, 3.441, -0.191], [-2.068, -1.740, -2.300], [-0.583, 0.921, 1.244], [-0.274, 1.427, 0.330], [-1.984, -0.698, 0.742], [-0.421, 3.440, 1.077], [-3.564, 0.662, 1.246], [1.801, -2.299, -1.462], [-0.972, 0.097, -2.538], [5.202, 1.084, -0.042], [3.061, -1.001, 0.200], [2.878, 3.920, 0.764], [-3.944, 0.014, 2.031], [-4.163, 0.135, -1.873], [-1.108, 2.125, -1.511], [2.833, 1.444, 0.596], [-3.508, -0.989, -0.107], [1.147, 3.441, -0.422], [0.361, 2.770, 0.717], [-2.396, 2.258, -3.201], [-2.735, 0.640, -3.838], [0.173, -2.749, -0.144], [-3.443, 0.951, -1.799], [-2.290, 0.476, -0.968], [3.031, 1.555, -1.158], [1.035, 2.592, 1.554], [-0.703, -4.561, -0.797], [-2.532, -2.851, -0.478], [-0.612, -0.782, -1.054], [-2.915, 1.393, 1.717], [-2.826, -0.214, 0.244], [-1.220, -3.093, 1.450], [0.014, -1.751, 3.097], [4.781, 2.087, -0.028], [2.109, -1.434, 0.461], [-0.606, -3.536, -1.162], [-3.107, 1.437, -3.202], [0.392, -1.858, 2.092], [-4.026, 1.808, -3.649], [0.819, 4.476, -0.529], [-3.103, -1.553, -2.585], [-1.532, -1.972, -3.223], [-4.418, 1.171, 0.807], [-1.416, -0.476, -1.724], [-2.138, 2.385, -0.109], [5.244, 2.663, -0.825], [-3.920, 1.766, -1.253], [-1.470, 1.669, -0.589], [3.131, 4.039, -0.973], [1.594, -1.262, 1.737], [-2.570, -3.774, -1.968], [-0.051, -3.575, -2.101], [3.268, 2.041, -0.207], [0.947, 2.939, -1.371]]
}

---

(6)
{
  "formula": "C6H17N3PtSeSi",
  "method": "ωB97M-V with the def2-TZVPD basis set",
  "e_lumo_ev": [-10.3, -10.3],
  "orbital_gap_ev": [4.793, 4.788],
  "total_charge": 2,
  "multiplicity": 1,
  "relative_energy_kcal_mol": 9.5,
  "symbols": ["Si", "N", "C", "H", "H", "N", "H", "H", "C", "C", "C", "H", "H", "C", "H", "H", "N", "H", "H", "Pt", "Se", "H", "H", "H", "H", "C", "H", "H", "H"],
  "coordinates": [[-1.643, -0.014, -0.489], [2.268, -0.174, -0.492], [-2.517, 0.658, 1.006], [2.747, 0.448, -1.140], [-0.854, -2.164, -1.436], [0.435, 2.477, -0.632], [0.971, -0.094, 2.654], [0.132, -1.321, 2.003], [2.149, -1.401, 1.547], [0.124, 3.413, -1.281], [-1.447, -1.854, -0.574], [-1.476, 0.407, -2.919], [-3.119, 0.499, -2.300], [3.068, -0.528, 0.714], [-2.038, 1.866, -2.067], [-3.588, 0.618, 0.763], [0.875, -0.656, 1.806], [3.969, -1.080, 0.446], [1.885, -2.283, 0.961], [0.553, 0.802, 0.317], [-0.271, 4.817, -2.226], [2.044, -1.029, -1.000], [-2.300, 1.705, 1.222], [3.368, 0.391, 1.218], [-2.376, 0.057, 1.903], [-2.080, 0.778, -2.091], [-1.039, -2.308, 0.329], [2.607, -1.746, 2.471], [-2.447, -2.283, -0.712]]
}

---

(7)
{
  "formula": "C33H50N3OsSSi4",
  "method": "ωB97M-V with the def2-TZVPD basis set",
  "e_lumo_ev": [-3.5, -3.5],
  "orbital_gap_ev": [6.818, 6.819],
  "total_charge": 1,
  "multiplicity": 1,
  "relative_energy_kcal_mol": 100.7,
  "symbols": ["C", "C", "Si", "H", "C", "Si", "C", "C", "C", "C", "H", "C", "H", "C", "H", "H", "C", "C", "H", "H", "C", "H", "H", "H", "H", "H", "C", "C", "H", "H", "H", "H", "C", "H", "C", "H", "N", "H", "C", "H", "H", "H", "H", "H", "H", "Si", "C", "N", "C", "C", "S", "H", "H", "C", "H", "H", "C", "C", "Os", "H", "H", "H", "H", "C", "C", "H", "C", "H", "C", "H", "H", "H", "H", "H", "C", "H", "C", "H", "H", "C", "H", "C", "H", "C", "H", "H", "Si", "C", "H", "N", "H", "H"],
  "coordinates": [[-0.084, 5.559, -3.383], [-2.861, -1.128, -3.245], [-1.090, -3.136, 1.476], [-1.049, 2.492, 2.311], [1.108, 4.871, -3.565], [-3.823, -0.594, 1.430], [3.637, -0.596, -1.177], [-0.928, -2.578, 3.259], [2.625, 2.917, -3.219], [1.007, 2.748, 2.592], [-2.145, 0.178, 3.151], [3.217, -0.726, 2.361], [2.200, -2.819, -3.282], [-3.189, 0.390, 2.914], [-3.182, -4.489, 1.739], [4.265, 2.009, 0.779], [1.399, 3.721, -2.844], [2.243, 1.666, -4.013], [-1.903, -0.626, -3.416], [-0.334, -3.305, 3.820], [4.064, 0.241, 2.004], [-1.988, 5.572, -2.405], [-4.873, -3.566, -2.479], [-4.509, -3.827, -0.773], [-4.274, -2.588, 2.862], [-3.139, -1.621, -4.180], [-4.822, -2.048, 2.086], [0.103, 0.904, 1.292], [1.078, -4.358, 1.390], [-2.084, 1.710, -2.526], [-1.998, -4.103, -3.457], [0.802, 3.654, 3.158], [-2.749, 2.366, -1.957], [1.576, 1.025, -3.432], [2.355, 1.007, 0.398], [-2.601, 4.092, -0.668], [0.737, 2.143, -1.075], [-4.601, 1.470, 0.215], [-5.040, 0.516, 0.514], [-5.459, 0.036, -0.373], [3.528, -1.637, 2.853], [-1.732, -5.450, 2.045], [-5.871, 0.746, 1.186], [1.721, 1.937, -4.931], [-1.900, -2.492, 3.749], [-2.791, -2.389, -1.846], [2.311, -2.043, -2.538], [1.835, -0.516, 2.269], [-0.806, 3.902, -1.786], [0.616, -3.562, 0.799], [2.765, 2.688, 2.507], [0.554, -3.909, -0.236], [4.591, -0.222, -0.833], [-2.162, -4.677, 1.402], [-3.308, 2.961, -2.683], [-5.231, -2.302, -1.299], [-1.037, 5.065, -2.515], [1.184, -1.495, -1.959], [-0.470, 0.390, -0.405], [0.188, -1.822, -2.222], [-3.295, 1.465, 2.747], [-3.779, 0.139, 3.798], [-1.618, 2.754, -0.125], [-1.734, -3.842, -2.429], [2.473, -0.091, -0.636], [3.126, 1.084, -4.280], [3.499, 1.427, 1.292], [1.273, -2.691, 0.835], [-0.071, 2.066, 2.129], [-0.277, 6.463, -3.944], [5.119, 0.198, 2.232], [4.458, -2.011, -2.568], [-1.932, -4.719, -1.808], [-3.474, 1.754, -1.417], [-1.953, 3.288, -1.021], [-5.747, -1.675, 2.535], [3.557, -1.592, -2.140], [-0.657, -3.677, -2.397], [3.271, 3.554, -3.823], [-4.514, -3.079, -1.569], [3.227, 2.623, -2.359], [1.804, 2.196, -0.375], [-2.208, -5.083, 0.390], [0.444, 3.282, -1.916], [1.829, 5.227, -4.290], [-5.090, -2.763, 1.308], [-1.998, -1.408, 0.158], [1.424, 0.352, 1.444], [-3.604, -0.353, -3.043], [1.253, -0.538, -1.024], [2.405, 3.105, -0.361], [-0.413, -1.618, 3.328]]
}